{
  "formula": "C20H36N7O7",
  "method": "ωB97M-V with the def2-TZVPD basis set",
  "symbols": ["C", "C", "O", "O", "C", "C", "C", "N", "N", "C", "O", "C", "N", "C", "H", "H", "H", "H", "H", "H", "H", "H", "C", "C", "O", "N", "C", "H", "H", "H", "H", "H", "H", "H", "C", "C", "O", "N", "C", "H", "H", "H", "H", "H", "H", "H", "C", "C", "O", "N", "C", "H", "H", "H", "H", "H", "H", "H", "C", "C", "O", "N", "C", "H", "H", "H", "H", "H", "H", "H"],
  "positions_angstrom": [[3.0250, -1.5350, -3.1760], [3.2723, -0.0777, -3.6937], [3.6194, 0.0613, -4.8579], [3.1507, 1.0711, -2.8618], [1.8539, 1.6889, -2.9749], [0.7862, 0.8656, -3.7613], [0.5257, 0.9574, -5.2166], [-0.3500, 0.3291, -5.9818], [-1.1099, -0.5620, -5.3771], [-0.9778, -0.7957, -4.0624], [-1.8445, -1.8162, -3.5710], [-2.4272, -1.4149, -2.3983], [-2.6987, -1.3748, -1.2899], [-0.0896, -0.1535, -3.1054], [1.9913, -1.8805, -3.4078], [3.7316, -2.2095, -3.7142], [3.1604, -1.5522, -2.0648], [1.9436, 2.7150, -3.4312], [1.4596, 1.7906, -1.9241], [1.1806, 1.6843, -5.7632], [-1.8014, -1.0778, -5.9375], [-0.0247, -0.3919, -2.0225], [-2.7778, 1.6549, 0.6053], [-2.0029, 1.8986, 1.8756], [-0.9928, 2.5896, 1.8969], [-2.4640, 1.3206, 3.0136], [-3.6358, 0.4754, 3.1794], [-2.2951, 2.1763, -0.2196], [-2.7958, 0.5876, 0.3796], [-3.7954, 2.0352, 0.7081], [-1.8990, 1.5251, 3.8240], [-4.3025, 0.9461, 3.8995], [-3.3097, -0.4901, 3.5717], [-4.1670, 0.3225, 2.2443], [-6.6399, -0.5225, 7.2396], [-5.9928, 0.5862, 6.4498], [-6.0210, 0.6175, 5.2263], [-5.3644, 1.5713, 7.1454], [-5.2289, 1.7026, 8.5837], [-7.1000, -1.2324, 6.5562], [-5.8890, -1.0474, 7.8328], [-7.4147, -0.1153, 7.8913], [-4.9545, 2.2805, 6.5564], [-5.6830, 2.6463, 8.8900], [-4.1663, 1.7205, 8.8318], [-5.7073, 0.8853, 9.1150], [-0.5461, -3.0430, -0.4495], [0.4858, -4.0027, -0.9774], [1.2109, -3.7156, -1.9250], [0.5948, -5.2074, -0.3731], [-0.1705, -5.7170, 0.7504], [-0.5161, -2.1311, -1.0270], [-1.5405, -3.4802, -0.5407], [-0.3362, -2.7998, 0.5936], [1.3056, -5.7983, -0.7794], [0.5204, -5.9556, 1.5599], [-0.6813, -6.6281, 0.4363], [-0.9040, -4.9987, 1.1049], [8.4798, 3.5456, -2.3245], [7.1085, 3.2386, -1.7781], [6.7256, 3.6649, -0.7013], [6.2877, 2.4548, -2.5343], [6.5533, 1.8583, -3.8239], [9.0170, 4.1752, -1.6193], [9.0431, 2.6212, -2.4646], [8.3945, 4.0799, -3.2727], [5.3878, 2.2897, -2.1094], [5.8051, 2.2277, -4.5279], [6.4507, 0.7754, -3.7256], [7.5474, 2.0900, -4.1948]],
  "forces_ev_per_a": [[0.22, 1.16, 0.84], [1.06, -1.01, -2.51], [-0.89, 0.38, 2.24], [-1.02, -1.38, -0.72], [-0.84, 0.45, 0.40], [-2.69, -2.98, 0.03], [1.55, 1.42, 0.58], [0.81, 0.42, 0.56], [0.57, -0.07, 2.07], [-0.45, -0.86, 2.38], [-0.35, 2.35, 0.64], [1.55, -1.72, -2.32], [-0.99, 0.74, 0.64], [1.49, 2.27, -3.63], [0.72, 0.35, 0.21], [-0.52, 0.65, 0.56], [-0.11, -0.29, -1.00], [-0.01, -1.07, 0.33], [0.33, 0.06, -1.05], [-0.81, -0.79, 0.38], [0.33, 0.25, 0.23], [-0.31, 0.03, -1.03], [-0.02, -0.04, -0.09], [0.33, 0.16, 0.44], [0.00, -0.06, -0.24], [0.05, 0.06, -0.65], [0.33, 0.21, 0.48], [0.07, 0.07, 0.16], [-0.23, 0.04, 0.01], [-0.03, -0.17, -0.08], [-0.06, 0.00, -0.03], [-0.21, -0.27, -0.11], [-0.24, -0.09, -0.05], [0.09, 0.06, 0.01], [-0.03, -0.06, -0.04], [0.06, 0.20, -0.20], [-0.06, -0.07, 0.12], [-0.21, -0.44, -0.11], [0.22, 0.39, -0.31], [0.07, 0.13, -0.06], [-0.12, 0.04, 0.12], [0.09, -0.10, 0.11], [-0.04, 0.01, 0.09], [0.03, -0.08, 0.24], [-0.07, -0.02, 0.25], [0.00, 0.02, -0.12], [0.22, -0.36, 0.20], [0.30, -0.38, 0.00], [-0.11, 0.30, -0.18], [-0.15, 0.52, -0.17], [0.35, -0.32, -0.17], [0.23, -0.10, 0.04], [0.00, 0.08, 0.20], [-0.19, -0.01, 0.00], [-0.05, -0.01, 0.06], [-0.20, -0.02, 0.13], [-0.11, 0.02, 0.21], [0.07, 0.01, -0.08], [0.04, 0.02, 0.00], [-0.18, 0.09, 0.33], [0.05, -0.02, -0.10], [0.33, 0.24, 0.17], [-0.53, -0.09, 0.23], [-0.15, -0.05, 0.03], [0.03, 0.07, -0.15], [0.11, -0.12, -0.04], [0.05, -0.01, -0.04], [0.17, -0.17, -0.26], [0.11, -0.04, -0.31], [-0.04, 0.05, 0.12]],
  "charge": 1,
  "homo_lumo_gap_ev": 5.035,
  "homo_ev": -10.9,
  "e_tot_ev": -46077.295,
  "mol_weight_g_mol": 486.550
}